[1]
Entry from the Open Molecules 2025 dataset: 3 unconnected molecules or ions with the total composition C4H12NO2 at a distorted geometry (the ωB97M-V functional and the def2-TZVPD basis).

Properties
spin multiplicity: 1
net charge: +1
HOMO level: -13.80 eV

Each line ends with the Mulliken charge.
Cartesian coordinates (Å):
C1 -0.71650 0.93369 2.08320  -1.03
C2 -0.13712 0.51830 0.76925  0.25
C3 0.82031 -0.39297 0.65441  -0.70
C4 -1.73847 0.95177 -1.03778  -0.14
N1 -0.67345 1.16811 -0.40031  0.11
H1 -0.21407 1.73165 2.63239  0.29
H2 -0.50459 0.10745 2.77580  0.34
H3 -1.78990 1.08264 2.01252  0.34
H4 1.32144 -0.45148 -0.30897  0.31
H5 0.77373 -1.29201 1.25677  0.31
H6 -1.92103 1.51535 -1.94441  0.28
H7 -2.52974 0.42311 -0.50793  0.29
H8 -0.08476 1.90942 -0.77499  0.33
H9 0.85529 -4.04339 -0.31604  0.30
H10 0.53961 -4.30251 1.10845  0.31
O1 0.69308 -3.56302 0.50579  -0.61
H11 1.64780 0.54762 -3.18834  0.30
H12 2.10117 1.94385 -2.82435  0.31
O2 1.55721 1.21242 -2.49544  -0.59

Forces on the atoms, in the same order (eV/Å):
-0.333 -1.208 0.579
-0.307 -0.102 1.752
-0.962 -0.342 -1.922
-1.131 0.538 1.048
1.845 1.362 -0.603
-0.054 0.533 -0.769
-0.407 -0.102 -0.206
-0.098 0.241 0.320
-0.049 -0.384 0.063
1.024 0.508 0.805
-0.046 -0.128 -0.018
0.193 -0.691 -0.627
0.453 -0.319 -0.526
0.063 0.312 -0.116
-0.024 0.266 0.239
-0.058 -0.556 -0.103
-0.060 -0.067 0.081
-0.101 -0.138 0.189
0.053 0.276 -0.186

***

[2]
Entry from the Open Molecules 2025 dataset: 2 unconnected molecules or ions with the total composition C4H12NO2 at a distorted geometry (the ωB97M-V functional and the def2-TZVPD basis).

Properties
spin multiplicity: 1
net charge: +1
HOMO level: -14.69 eV

Each line ends with the Mulliken charge.
Cartesian coordinates (Å):
O1 -0.18899 1.82765 -0.79364  -0.44
C1 -1.02106 0.96144 -0.76951  -0.03
C2 -0.68665 -0.46506 -0.38027  -0.11
C3 -1.62212 -0.99789 0.71126  -0.50
C4 -1.25617 -0.63604 2.15108  -1.34
N1 0.72286 -0.38882 0.09238  -0.35
H1 -2.07679 1.20061 -0.97731  0.37
H2 -0.70262 -1.09545 -1.26686  0.39
H3 -1.53949 -2.08981 0.68539  0.33
H4 -2.66541 -0.84152 0.43744  0.46
H5 -0.35796 -1.19048 2.44227  0.37
H6 -1.15590 0.41803 2.40978  0.38
H7 -1.99861 -1.08373 2.81454  0.36
H8 0.76409 0.15801 0.95161  0.32
H9 1.25624 0.14425 -0.61713  0.46
H10 1.13277 -1.30609 0.25721  0.33
H11 3.75100 -0.72242 -0.90711  0.30
H12 3.73119 0.75976 -1.18954  0.32
O2 3.13875 0.00586 -1.07985  -0.65

Forces on the atoms, in the same order (eV/Å):
0.177 -0.218 0.036
-0.401 0.624 -0.055
-0.333 0.394 0.503
0.301 -1.124 0.003
-0.164 -0.465 0.221
-0.311 0.130 -0.400
-0.011 -0.265 -0.089
-0.094 -0.058 -0.092
-0.029 0.005 -0.139
0.060 0.513 0.048
0.193 0.338 -0.044
-0.047 0.054 -0.176
-0.163 0.308 -0.079
0.096 -0.010 0.113
0.474 -0.373 0.333
0.122 0.084 -0.097
-0.136 -0.001 -0.110
-0.164 0.131 -0.099
0.432 -0.067 0.123

***

[3]
Entry from the Open Molecules 2025 dataset: 2 unconnected molecules or ions with the total composition C4H12NO2 at a distorted geometry (the ωB97M-V functional and the def2-TZVPD basis).

Properties
spin multiplicity: 1
net charge: +1
HOMO level: -13.41 eV

Each line ends with the Mulliken charge.
Cartesian coordinates (Å):
C1 -1.59161 -0.56683 0.28798  -0.73
C2 0.74235 0.74252 -1.75761  -0.85
C3 2.09845 -0.82706 -0.43949  -0.96
C4 -1.54946 0.30739 1.36209  0.57
N1 0.91284 -0.01497 -0.46691  -0.33
O1 -1.80012 -0.09770 2.65839  -0.45
O2 -1.12629 1.52854 1.17598  -0.37
H1 -2.10563 -0.03193 -0.64990  0.22
H2 -0.37710 -0.64369 -0.10124  0.41
H3 -2.11586 -1.56265 0.39698  0.44
H4 -0.34732 0.80725 -1.91744  0.29
H5 1.20474 1.70548 -1.76666  0.31
H6 1.15924 0.12199 -2.54387  0.34
H7 3.01617 -0.21723 -0.35383  0.35
H8 2.17068 -1.62410 0.37375  0.30
H9 2.10388 -1.33871 -1.35520  0.37
H10 0.97922 0.64489 0.35649  0.30
H11 -2.31569 -0.95489 2.70190  0.39
H12 -1.05852 2.02170 2.03858  0.39

Forces on the atoms, in the same order (eV/Å):
-2.480 -0.668 -3.087
-0.975 -1.372 0.866
1.532 -0.751 1.498
-0.744 -1.190 2.787
-0.217 1.487 1.239
0.051 0.693 -2.299
-0.181 -0.208 1.671
1.429 -0.997 1.904
0.020 0.631 0.048
0.804 1.230 0.353
0.487 0.342 -0.146
0.279 0.595 0.122
0.019 0.051 -0.126
-0.302 -0.246 -0.154
-0.606 1.235 -0.792
0.401 -0.901 -1.234
-0.226 -0.696 -1.470
0.885 1.187 -0.368
-0.175 -0.424 -0.812

***

[4]
Entry from the Open Molecules 2025 dataset: a gas-phase ion, C4H12NO2 (charge +1) at a distorted geometry (the ωB97M-V functional and the def2-TZVPD basis).

Properties
spin multiplicity: 1
net charge: +1
HOMO level: -14.67 eV
SMILES: C[C@H](O)[C@H]([NH3+])CO

Each line ends with the Mulliken charge.
Cartesian coordinates (Å):
C1 -0.40251 -1.79666 0.08876  -1.22
C2 0.53879 -0.92812 -0.69979  0.22
O1 1.89986 -0.84443 -0.23514  -0.59
C3 0.25583 0.52623 -0.35445  -0.20
N1 0.60111 0.76783 1.08688  -0.31
C4 -1.08804 1.01008 -0.73391  -0.37
O2 -1.21507 2.11522 0.09917  -0.54
H1 -1.48714 -1.63011 -0.03738  0.27
H2 -0.12780 -1.65757 1.19160  0.39
H3 -0.15654 -2.84268 -0.04968  0.38
H4 0.67864 -0.98171 -1.83235  0.35
H5 2.24658 -1.74112 0.21382  0.35
H6 1.10208 1.08098 -0.92811  0.40
H7 0.18247 0.11764 1.67686  0.21
H8 0.37259 1.81338 1.32488  0.42
H9 1.70796 0.81726 1.29620  0.43
H10 -1.95521 0.26316 -0.49781  0.23
H11 -1.06074 1.45797 -1.84639  0.26
H12 -2.09285 2.45264 0.23682  0.32

Forces on the atoms, in the same order (eV/Å):
0.834 -0.898 1.494
1.220 1.961 -0.582
1.976 -4.799 1.996
2.637 0.393 -2.306
3.781 4.802 -0.160
-2.079 1.063 -1.387
-0.069 1.510 1.126
0.750 -0.095 -0.180
-0.620 -0.122 -1.243
-0.295 -0.313 -0.279
-1.162 -0.545 1.415
-1.208 2.773 -1.822
-1.752 -0.484 0.991
-0.995 -1.107 1.664
-0.584 -2.494 -0.458
-3.093 -1.053 -1.099
1.613 1.179 -0.955
-0.291 -1.829 2.103
-0.663 0.059 -0.317

***

[5]
Entry from the Open Molecules 2025 dataset: a gas-phase ion, C4H12NO2 (charge +1) at a distorted geometry (the ωB97M-V functional and the def2-TZVPD basis).

Properties
spin multiplicity: 1
net charge: +1
HOMO level: -14.65 eV
SMILES: [NH3+][C@@H](CO)CCO

Each line ends with the Mulliken charge.
Cartesian coordinates (Å):
N1 0.56216 -1.01789 0.81084  -0.30
C1 -0.22020 0.30262 0.66464  0.08
C2 0.75885 1.46331 1.05664  -0.69
O1 2.06808 0.87856 1.01234  -0.55
C3 -0.41022 0.36738 -0.85166  -1.06
C4 -1.47078 -0.59745 -1.38934  -0.51
O2 -0.73641 -1.81789 -1.58777  -0.55
H1 1.13092 -1.18275 -0.02246  0.35
H2 1.24726 -1.09728 1.56239  0.35
H3 -0.19379 -1.68986 0.84361  0.34
H4 -1.06228 0.25998 1.33985  0.45
H5 0.65284 2.36903 0.46505  0.43
H6 0.53975 1.57060 2.13281  0.33
H7 2.64513 1.64608 1.00995  0.34
H8 0.54376 0.61841 -1.33113  0.59
H9 -0.77176 1.39992 -1.06197  0.42
H10 -1.78588 -0.17078 -2.34117  0.35
H11 -2.16490 -0.74212 -0.55831  0.32
H12 -1.33255 -2.55988 -1.75430  0.32

Forces on the atoms, in the same order (eV/Å):
-0.303 0.252 0.215
2.947 0.772 -1.773
-0.506 -2.293 2.138
-0.230 0.995 -0.650
-2.000 2.772 0.612
2.746 -0.056 -0.063
-0.365 -0.428 0.139
-0.402 0.020 -0.217
-0.458 0.205 0.552
0.422 -0.899 0.045
-0.416 -0.074 -0.283
-0.130 -0.099 0.022
0.061 1.062 -0.377
0.669 -0.225 0.044
0.250 -1.582 -0.227
-0.701 -0.441 0.485
-0.868 -0.421 0.192
-0.734 0.274 -0.700
0.019 0.166 -0.154

***

[6]
Entry from the Open Molecules 2025 dataset: C4H12NO2P in the gas phase at a distorted geometry (the ωB97M-V functional and the def2-TZVPD basis).

Properties
spin multiplicity: 1
net charge: 0
HOMO level: -7.66 eV
SMILES: CCC[P@@]([O-])(O)=C[NH3+]

Each line ends with the Mulliken charge.
Cartesian coordinates (Å):
C1 -2.27456 0.17417 0.89284  -1.10
C2 -1.94822 -0.02429 -0.57923  -0.38
C3 -0.78801 0.85738 -1.00858  -0.72
P1 0.79539 0.48798 -0.05048  0.98
O1 1.97573 0.98448 -0.85309  -0.88
O2 0.54705 1.51594 1.18296  -0.50
C4 1.40413 -1.05968 0.66767  -0.95
N1 2.62044 -1.35576 -0.15762  -0.19
H1 -1.39824 -0.05371 1.49498  0.32
H2 -2.55672 1.20761 1.08135  0.31
H3 -3.09465 -0.47088 1.19764  0.34
H4 -2.82557 0.20415 -1.19383  0.33
H5 -1.68557 -1.07258 -0.75095  0.28
H6 -1.00535 1.91431 -0.86146  0.34
H7 -0.53841 0.68467 -2.05710  0.34
H8 1.39306 1.90443 1.41169  0.29
H9 0.69617 -1.88181 0.62348  0.20
H10 2.55337 -2.11466 -0.83864  0.29
H11 3.42583 -1.51402 0.44698  0.35
H12 2.70413 -0.38774 -0.64861  0.36

Forces on the atoms, in the same order (eV/Å):
-0.119 -0.121 -0.216
-0.186 0.059 0.031
0.813 -1.063 0.459
0.160 0.660 0.451
0.347 -0.021 -0.465
-0.571 -0.067 -0.229
-1.381 0.613 -0.848
0.234 0.182 0.027
-0.040 -0.025 0.258
0.011 0.094 0.113
-0.060 -0.053 0.116
0.063 -0.101 0.022
-0.080 0.017 -0.092
0.141 0.026 0.068
0.093 0.068 0.025
0.310 0.041 0.268
0.049 -0.180 0.264
-0.016 0.161 0.119
-0.146 -0.043 -0.221
0.379 -0.247 -0.148

***

[7]
Entry from the Open Molecules 2025 dataset: 2 unconnected molecules or ions with the total composition C4H12NO2S at a distorted geometry (the ωB97M-V functional and the def2-TZVPD basis).

Properties
spin multiplicity: 1
net charge: -1
HOMO level: -3.71 eV

Each line ends with the Mulliken charge.
Cartesian coordinates (Å):
C1 -0.19307 -1.39165 0.62107  -0.87
O1 0.39918 -1.54047 1.83111  -0.85
C2 0.01852 0.04515 0.06292  0.06
C3 -0.79470 0.42129 -1.14494  -0.64
C4 -0.35743 1.69872 -1.84310  -0.77
S1 -1.50970 3.11394 -1.66941  -0.28
N1 -0.15741 1.05360 1.08918  -0.62
H1 0.15626 -2.11834 -0.12915  0.29
H2 -1.30432 -1.47601 0.70134  0.30
H3 1.07625 0.05990 -0.22250  0.27
H4 -0.90873 -0.39219 -1.84480  0.41
H5 -1.82704 0.60030 -0.83770  0.39
H6 -0.18246 1.58480 -2.91917  0.33
H7 0.57897 2.04720 -1.40974  0.37
H8 -0.89666 3.69624 -0.63323  0.12
H9 -0.99427 0.78518 1.59883  0.30
H10 0.55071 0.87082 1.79646  0.31
H11 2.23226 -3.80489 1.42992  0.23
H12 1.61595 -2.31665 1.78327  0.43
O2 2.49767 -2.93697 1.73963  -0.79

Forces on the atoms, in the same order (eV/Å):
-0.490 0.781 0.412
0.266 -0.112 0.142
1.071 -0.619 -0.243
-1.212 0.129 -0.011
0.497 0.424 -0.073
0.058 0.054 -0.202
0.030 0.420 0.502
-0.042 -0.126 -0.341
-0.148 -0.317 -0.138
0.160 0.181 -0.051
0.422 -0.486 -0.377
-0.136 -0.103 0.312
-0.156 -0.086 0.202
0.052 -0.030 -0.066
-0.063 -0.104 0.100
-0.321 0.127 -0.023
0.084 -0.130 -0.110
-0.212 0.076 0.020
0.228 -0.512 -0.092
-0.088 0.432 0.038

***

[8]
Entry from the Open Molecules 2025 dataset: a gas-phase ion, C4H12NO3 (charge +1) at a distorted geometry (the ωB97M-V functional and the def2-TZVPD basis).

Properties
spin multiplicity: 1
net charge: +1
HOMO level: -14.49 eV
SMILES: C[C@@H]([NH3+])[C@H](O)C(O)O

Each line ends with the Mulliken charge.
Cartesian coordinates (Å):
C1 1.50597 0.22396 -0.94927  -1.55
C2 0.48714 0.41759 0.15179  -0.25
N1 0.56496 1.93479 0.34298  -0.19
C3 -0.96786 0.07977 -0.20664  0.15
O1 -1.88403 0.83478 0.43168  -0.58
C4 -1.14717 -1.54190 0.11627  -0.05
O2 0.07608 -2.20564 -0.17727  -0.43
O3 -1.49677 -1.49587 1.42784  -0.61
H1 1.30211 0.64221 -1.94605  0.47
H2 2.44822 0.64402 -0.58743  0.46
H3 1.56603 -0.87645 -1.17194  0.34
H4 0.69454 -0.11296 1.07184  0.38
H5 0.80748 2.11079 -0.64259  0.41
H6 1.29634 2.21445 1.00660  0.35
H7 -0.34192 2.39745 0.62166  0.36
H8 -1.11528 0.30261 -1.35131  0.29
H9 -2.31930 0.29926 1.08234  0.36
H10 -2.07688 -1.94593 -0.31841  0.43
H11 0.09232 -2.78663 0.52918  0.27
H12 -1.85337 -2.30301 1.75154  0.37

Forces on the atoms, in the same order (eV/Å):
0.470 -2.289 -0.229
-0.834 0.536 -0.260
-1.040 0.041 0.185
0.805 -2.416 -3.703
-0.554 1.406 0.491
-0.795 2.536 -1.891
-1.804 2.146 -1.295
1.242 0.984 2.089
-0.538 0.421 0.463
0.231 -0.455 -0.267
0.473 1.129 0.432
0.562 0.245 0.259
-0.024 1.404 0.698
-0.072 0.005 -0.494
0.815 -0.780 -0.353
0.390 -0.767 1.812
-0.479 -0.421 0.947
0.908 -0.099 -1.290
0.900 -2.502 2.044
-0.655 -1.123 0.361

***

Orbital gap list, top to bottom, in Ha: 0.334 0.413 0.348 0.415 0.425 0.304 0.248 0.416
M list, top to bottom, in g/mol: 106.14 106.14 106.14 106.14 106.14 137.12 138.21 122.14
Relative energy (zero: lowest compared OMol25 entry of this formula, charge and spin) list, top to bottom, in kcal/mol: 68.87 26.69 65.91 69.10 48.75 32.96 13.79 46.73